Here is a 2-piece molecular cluster, C16H29BBrN2 overall from the Open Molecules 2025 dataset. Energies are from wB97M-V/def2-TZVPD.

Cartesian coordinates (Å):
Br  -0.7029  -3.1241  3.6407
B  -1.8356  -3.1749  2.0948
C  -3.3550  -2.8879  2.1457
C  -4.2936  -3.9118  2.0041
C  -5.6470  -3.5892  2.0181
N  -6.1256  -2.3558  2.1486
C  -5.2264  -1.3872  2.2867
C  -3.8508  -1.5902  2.2972
H  -1.2904  -3.4008  1.0599
H  -3.9950  -4.9418  1.8886
H  -6.3709  -4.3838  1.9095
H  -5.6062  -0.3821  2.4048
H  -3.1876  -0.7485  2.4306
C  1.5580  4.0326  -1.9605
C  0.6916  3.5644  -0.7929
C  1.4654  2.7849  0.2735
C  2.0973  1.4646  -0.1410
N  1.1615  0.3436  -0.5552
C  1.7136  -0.9775  -0.0576
C  1.3529  -1.0134  1.4156
C  -0.0056  -0.3134  1.4914
C  -0.1821  0.4048  0.1517
C  0.9606  0.3154  -2.0564
C  2.0710  -0.3100  -2.8930
C  3.4162  0.4137  -2.9744
H  1.9846  3.2005  -2.5241
H  0.9671  4.6263  -2.6564
H  2.3826  4.6541  -1.6095
H  -0.1554  2.9869  -1.1748
H  0.2587  4.4420  -0.3106
H  0.8468  2.6404  1.1631
H  2.2946  3.4137  0.6082
H  2.6858  1.0846  0.6919
H  2.7843  1.6239  -0.9658
H  1.1990  -1.7615  -0.6114
H  2.7817  -1.0178  -0.2546
H  2.0917  -0.4753  2.0094
H  1.3229  -2.0305  1.7984
H  -0.0487  0.3774  2.3323
H  -0.8127  -1.0272  1.6314
H  -0.5210  1.4284  0.2401
H  -0.8894  -0.1283  -0.4784
H  0.7581  1.3397  -2.3647
H  0.0556  -0.2654  -2.2264
H  1.6598  -0.3661  -3.9031
H  2.2343  -1.3459  -2.5937
H  3.2912  1.4752  -3.1937
H  4.0126  -0.0156  -3.7776
H  4.0024  0.3088  -2.0604

Atomic forces in eV per Å
-0.284 -0.055 -0.088
0.139 -0.092 -0.023
-0.062 0.041 0.187
-0.121 0.399 -0.033
0.195 -0.202 -0.024
0.219 -0.034 0.007
0.248 0.131 0.011
-0.218 -0.355 0.004
0.077 -0.072 0.063
0.029 -0.122 -0.029
-0.173 -0.036 0.008
-0.148 0.092 0.000
0.045 0.122 0.049
-0.066 -0.022 0.059
0.121 0.032 -0.118
-0.222 0.074 0.030
0.226 0.241 0.160
-0.208 -0.276 -0.033
0.009 0.107 0.083
0.133 0.037 0.034
-0.051 0.258 0.096
-0.065 -0.123 0.056
-0.018 -0.009 -0.151
0.273 0.100 -0.042
-0.056 -0.076 0.044
0.018 0.026 -0.005
0.023 0.004 -0.020
0.014 -0.008 -0.002
-0.025 0.005 0.032
-0.038 -0.027 0.027
0.029 0.004 -0.004
0.075 -0.073 -0.004
-0.035 0.003 0.007
-0.070 -0.083 -0.054
0.011 -0.015 -0.027
-0.010 -0.038 -0.115
0.019 -0.042 -0.009
-0.009 -0.036 -0.062
-0.007 0.004 -0.011
0.010 0.078 -0.063
0.042 0.023 -0.086
0.046 -0.028 -0.044
0.029 0.011 0.018
-0.021 0.002 0.056
-0.098 0.022 0.030
-0.064 -0.024 -0.003
0.028 -0.002 0.006
-0.009 -0.009 -0.009
0.018 0.043 -0.008

E_HOMO: -11.975 eV
E_LUMO: -0.101 Ha
maximum force: 0.4 eV/Å
spin multiplicity: 1
charge: +1
Kohn-Sham gap: 0.3396 Ha